Record 1
Molecular formula: C24H69FeN3O16P
Method: DFT, ωB97M-V/def2-TZVPD

Each line ends with the Mulliken spin population.
Cartesian coordinates (Å):
Fe (12.83508, 14.56552, 11.45930)  4.08
P (11.56718, 16.69630, 12.38155)  0.03
O (10.21598, 16.27878, 12.84197)  0.01
O (12.64361, 15.50050, 12.98385)  0.37
O (12.09501, 18.02101, 12.48365)  0.01
O (11.84694, 16.05519, 10.88822)  0.25
C (15.31408, 8.20211, 9.47987)  0.00
C (16.50136, 9.10222, 9.79785)  0.00
C (16.13951, 10.34353, 10.66486)  0.00
C (14.99189, 11.17739, 10.25874)  0.01
N (14.13709, 11.83551, 9.87440)  0.01
H (14.64354, 8.03885, 10.33943)  0.00
H (15.70127, 7.23991, 9.14301)  0.00
H (14.71704, 8.65270, 8.68912)  0.00
H (16.98061, 9.38703, 8.84673)  0.00
H (17.26740, 8.58285, 10.42749)  0.00
H (16.93500, 11.04305, 10.73739)  0.00
H (15.90567, 9.94775, 11.67153)  0.00
C (16.76953, 11.81250, 6.22029)  0.00
C (18.18340, 12.33684, 6.70311)  0.00
C (18.14701, 13.74594, 7.14885)  0.00
C (17.37101, 13.94336, 8.36758)  0.00
N (16.78372, 14.04305, 9.36113)  0.00
H (16.09006, 11.88174, 7.05357)  0.00
H (16.87574, 10.79108, 5.93820)  0.00
H (16.37057, 12.45832, 5.39999)  0.00
H (18.82797, 12.24438, 5.83694)  0.00
H (18.53532, 11.72538, 7.54492)  0.00
H (17.82193, 14.33422, 6.28939)  0.00
H (19.14926, 14.13933, 7.37681)  0.00
C (8.31759, 11.88391, 15.96772)  0.00
C (7.46936, 12.58936, 14.89174)  0.00
C (8.23132, 13.18843, 13.68834)  0.00
C (8.73909, 12.20320, 12.77570)  0.00
N (9.00617, 11.26983, 12.13769)  0.00
H (7.67825, 11.61151, 16.81529)  0.00
H (9.07724, 12.53934, 16.38155)  0.00
H (8.82256, 10.97241, 15.64654)  0.00
H (6.93990, 13.44010, 15.34720)  0.00
H (6.64667, 11.94488, 14.60113)  0.00
H (9.07819, 13.83205, 14.07622)  0.00
H (7.63216, 13.83891, 13.09595)  0.00
C (9.23675, 16.47092, 16.75515)  0.00
O (9.43124, 15.45487, 15.76386)  0.00
H (8.54866, 17.18772, 16.30828)  0.00
H (8.76254, 15.99874, 17.64121)  0.00
H (10.22024, 16.95064, 16.94466)  0.00
H (10.04593, 15.81669, 15.11089)  0.00
C (7.58006, 15.17070, 10.80046)  0.00
O (8.89740, 14.83001, 11.21552)  -0.01
H (7.07746, 15.79558, 11.58473)  0.00
H (7.68489, 15.70442, 9.86075)  0.00
H (7.05009, 14.23147, 10.61387)  0.00
H (9.24654, 15.48035, 11.87592)  0.01
C (15.03222, 20.07148, 12.16753)  0.00
O (15.00489, 18.65956, 12.14826)  0.00
H (15.37308, 20.38229, 13.14337)  0.00
H (15.72494, 20.45188, 11.40948)  0.00
H (14.06987, 20.50101, 11.84025)  0.00
H (14.08654, 18.47904, 12.40370)  0.00
C (12.23772, 13.04268, 6.19339)  0.00
O (12.64027, 14.14071, 6.94870)  0.00
H (12.25979, 13.28807, 5.11132)  0.00
H (12.94231, 12.21595, 6.27580)  0.00
H (11.27689, 12.61907, 6.38614)  0.00
H (11.77179, 14.61886, 7.11318)  0.00
C (11.06493, 12.77851, 9.39443)  0.00
O (11.17527, 13.37260, 10.70755)  0.07
H (10.52724, 11.82432, 9.47547)  0.00
H (10.59572, 13.53712, 8.78304)  0.00
H (12.11155, 12.57239, 9.07387)  0.01
H (10.39565, 13.88716, 11.01408)  -0.02
C (14.26139, 16.24545, 9.20028)  0.01
O (13.67658, 14.91782, 9.41970)  0.04
H (13.62620, 17.00733, 9.69625)  0.00
H (15.32502, 16.20128, 9.50111)  0.00
H (14.30243, 16.46486, 8.13957)  0.00
H (13.45836, 14.57634, 8.52633)  0.01
C (12.09849, 9.14512, 12.57204)  0.00
O (11.66407, 10.45472, 12.51460)  0.00
H (13.05898, 9.10144, 13.07460)  0.00
H (11.37446, 8.59873, 13.19488)  0.00
H (12.24168, 8.59692, 11.65527)  0.00
H (10.76179, 10.47115, 12.18830)  0.00
C (15.66424, 15.61214, 12.35548)  0.00
O (14.98907, 14.56147, 11.72849)  0.07
H (15.60084, 15.41862, 13.38232)  0.00
H (16.72731, 15.66807, 12.08052)  0.00
H (15.23522, 16.59111, 12.11092)  0.00
H (15.48656, 14.43223, 10.91598)  0.00
C (12.63589, 17.40672, 15.73674)  0.00
O (13.81353, 16.97586, 15.07314)  0.00
H (11.73402, 17.25533, 15.11903)  0.00
H (12.49920, 16.83081, 16.64694)  0.00
H (12.68625, 18.45955, 16.02248)  0.00
H (13.52847, 17.09420, 14.14804)  0.00
C (9.79654, 16.50190, 7.97088)  0.00
O (10.95829, 15.80931, 7.51060)  0.00
H (9.95339, 17.53039, 8.28255)  0.00
H (9.07141, 16.50214, 7.16103)  0.00
H (9.35678, 16.01259, 8.81725)  0.00
H (11.63891, 16.04957, 8.12937)  0.00
C (7.95956, 18.32406, 12.22696)  0.00
O (7.38472, 17.51401, 13.26933)  0.00
H (7.21444, 18.59191, 11.48917)  0.00
H (8.37638, 19.20981, 12.71562)  0.00
H (8.75836, 17.84830, 11.68437)  0.00
H (8.07634, 16.93259, 13.65038)  0.00
C (13.15534, 12.44621, 14.00972)  0.00
O (13.17814, 12.64843, 12.57149)  0.05
H (13.36780, 11.41096, 14.24762)  0.00
H (13.97484, 13.00705, 14.43489)  0.00
H (12.19196, 12.73810, 14.42910)  0.00
H (12.60875, 11.90820, 12.21504)  0.00

Cartesian forces (eV/Å) of the 3 atoms listed first:
Fe 0.620 -1.125 -0.760
P 1.574 -6.082 -2.291
O -1.058 0.483 1.026

Output
Expectation value of S²: 8.7585
2S+1: 6
Highest occupied orbital energy (alpha / beta): -8.611 / -8.973 eV
LUMO level (alpha / beta): 0.24 / 0.01 eV
Total energy: -106912.65140 eV

Record 2
Molecular formula: C24H69N11O12
Method: DFT, ωB97M-V/def2-TZVPD

Each line ends with the Löwdin charge.
Cartesian coordinates (Å):
C (12.15823, 12.39317, 12.43914)  -0.09
O (11.07217, 11.67918, 13.00420)  -0.18
C (9.87489, 11.67044, 12.30422)  -0.22
C (9.81060, 10.77939, 11.04108)  -0.20
N (9.99962, 9.35778, 11.34332)  -0.03
C (9.57225, 8.58129, 10.13196)  -0.17
C (10.50497, 8.80404, 8.90666)  -0.23
O (11.79699, 8.36360, 9.32056)  -0.19
C (12.84062, 8.63160, 8.37420)  -0.07
H (13.06734, 12.37745, 13.04028)  0.07
H (11.87011, 13.43682, 12.31310)  0.08
H (12.45977, 12.11956, 11.42806)  0.06
H (9.71455, 12.67284, 11.90726)  0.11
H (9.03009, 11.56092, 12.98424)  0.12
H (10.66222, 11.03562, 10.41086)  0.10
H (8.93428, 11.02754, 10.44225)  0.12
H (11.00136, 9.25912, 11.42636)  0.03
H (8.55241, 8.84481, 9.85164)  0.11
H (9.66110, 7.51057, 10.31570)  0.11
H (10.28909, 9.80446, 8.53161)  0.11
H (10.18842, 8.16526, 8.08212)  0.11
H (12.66588, 8.07807, 7.45160)  0.09
H (13.79036, 8.24667, 8.74556)  0.09
H (12.89343, 9.70582, 8.19710)  0.04
C (12.55668, 8.66845, 12.96098)  -0.12
O (13.80267, 8.62648, 13.59444)  -0.18
C (14.41909, 9.88632, 13.81792)  -0.19
C (15.90262, 9.60642, 14.12036)  -0.17
N (16.64867, 10.87021, 14.14596)  -0.07
C (18.06936, 10.51158, 14.39324)  -0.17
C (18.75365, 9.51726, 13.34578)  -0.19
O (18.61457, 8.15733, 13.77608)  -0.20
C (18.88741, 7.21117, 12.74728)  -0.10
H (12.62605, 8.95802, 11.91244)  0.07
H (11.82073, 9.33924, 13.40428)  0.08
H (12.13826, 7.66249, 12.99372)  0.10
H (13.96251, 10.38239, 14.67440)  0.13
H (14.27354, 10.44234, 12.89178)  0.10
H (16.35120, 9.00594, 13.32898)  0.10
H (15.99248, 9.10681, 15.08494)  0.13
H (16.45503, 11.43153, 14.96298)  0.09
H (18.29944, 10.06874, 15.36230)  0.12
H (18.63263, 11.44218, 14.32380)  0.10
H (19.79082, 9.84472, 13.27394)  0.12
H (18.29102, 9.64320, 12.36690)  0.09
H (19.94683, 7.13877, 12.50134)  0.08
H (18.35629, 7.44754, 11.82526)  0.07
H (18.52059, 6.23031, 13.04970)  0.09
C (17.58773, 16.91276, 13.43752)  -0.14
O (18.24320, 16.12744, 14.35808)  -0.26
C (19.65978, 15.87154, 14.16482)  -0.14
C (20.18702, 14.99961, 15.29304)  -0.21
N (21.62411, 14.89199, 15.28000)  -0.06
C (22.33862, 16.12474, 15.57742)  -0.21
C (23.74398, 15.76608, 16.12013)  -0.21
O (23.67498, 15.07175, 17.38972)  -0.20
C (24.99205, 14.65845, 17.79034)  -0.10
H (17.97791, 17.91269, 13.62726)  0.09
H (16.50971, 17.04774, 13.52550)  0.09
H (17.75712, 16.73486, 12.37556)  0.10
H (20.18227, 16.82814, 14.17052)  0.12
H (19.75307, 15.40969, 13.18192)  0.13
H (19.75994, 13.99717, 15.32162)  0.10
H (19.85010, 15.39792, 16.25008)  0.11
H (22.04400, 14.21138, 15.89688)  0.11
H (21.81625, 16.71602, 16.32950)  0.11
H (22.46520, 16.87470, 14.79662)  0.11
H (24.27306, 16.69765, 16.32098)  0.11
H (24.31581, 15.23682, 15.35790)  0.12
H (25.46199, 14.03005, 17.03380)  0.08
H (24.89156, 14.11747, 18.73126)  0.09
H (25.65723, 15.50958, 17.93596)  0.08
N (14.13137, 17.80218, 10.35382)  0.20
C (15.01607, 17.78695, 9.41910)  -0.84
N (15.63750, 16.68202, 9.23578)  0.16
O (15.24667, 18.68534, 8.63672)  0.01
H (13.96435, 16.94595, 10.86280)  0.09
H (13.66357, 18.69093, 10.46050)  0.13
H (15.49062, 15.95282, 9.91900)  0.04
H (16.36564, 16.66695, 8.53600)  0.12
N (14.49418, 13.63470, 8.08144)  0.18
C (13.85289, 12.48979, 8.27998)  -0.75
N (13.23721, 12.05065, 7.23372)  0.18
O (13.93303, 11.89468, 9.33806)  0.01
H (14.49090, 14.02690, 7.15070)  0.11
H (15.04387, 13.97400, 8.85786)  0.10
H (13.22762, 12.65822, 6.42696)  0.12
H (12.77468, 11.16250, 7.36544)  0.09
N (15.59699, 12.79938, 11.73910)  0.19
C (16.02236, 14.01000, 12.10054)  -0.68
N (16.71867, 13.91598, 13.20440)  0.21
O (15.73913, 15.08567, 11.55996)  -0.02
H (14.93335, 12.58482, 11.00858)  0.06
H (15.82524, 11.98389, 12.28952)  0.05
H (16.91699, 13.03992, 13.66622)  0.08
H (16.97385, 14.79469, 13.63202)  0.07
N (16.97830, 15.15575, 17.07326)  0.17
C (17.36439, 13.93217, 17.40640)  -0.76
N (17.26368, 13.72462, 18.66556)  0.18
O (17.88619, 13.19105, 16.57196)  0.01
H (16.59283, 15.77499, 17.77188)  0.11
H (17.40090, 15.44787, 16.20368)  0.08
H (17.12802, 14.51399, 19.28086)  0.12
H (17.40379, 12.76224, 18.93814)  0.13
C (16.34545, 9.55781, 10.27812)  -0.11
O (17.60488, 9.03048, 9.71393)  -0.14
H (15.65717, 9.77143, 9.46036)  0.06
H (15.86992, 8.72377, 10.79422)  0.08
H (16.52269, 10.40600, 10.93938)  0.06
H (18.07103, 9.74249, 9.26970)  0.07
C (13.30287, 16.40566, 13.55016)  -0.17
O (12.28389, 16.47454, 12.58832)  -0.13
H (12.88502, 16.20424, 14.53654)  0.08
H (14.01052, 15.59190, 13.39168)  0.06
H (13.83279, 17.35413, 13.46252)  0.07
H (11.43759, 16.41426, 13.03748)  0.08

Cartesian forces (eV/Å) of the 3 atoms listed first:
C -0.380 0.892 -0.713
O 1.140 -0.934 0.829
C -0.654 1.039 -1.670

Output
2S+1: 1
Highest occupied orbital energy: -8.663 eV
LUMO level: 0.42 eV
Total energy: -66965.31869 eV
Structure (SMILES): COCCNCCOC.COCCNCCOC.COCCNCCOC.NC(N)=O.NC(N)=O.NC(N)=O.NC(N)=O.CO.CO